Entry 1:
{
  "formula": "C32H49N2O5PS3",
  "method": "ωB97M-V/def2-TZVPD",
  "smiles": "COCCCCCCCCCc1ccc2c(c1[PH2]=S)Sc1c(CC=O)cc(CCCCOC)c(O)c1N2S.CNC(C)=O",
  "energy_ev": -88963.9677,
  "total_charge": 0,
  "elements": ["S", "S", "S", "P", "O", "O", "O", "O", "O", "N", "N", "C", "C", "C", "C", "C", "C", "C", "C", "C", "C", "C", "C", "C", "C", "C", "C", "C", "C", "C", "C", "C", "C", "C", "C", "C", "C", "C", "C", "C", "C", "C", "C", "H", "H", "H", "H", "H", "H", "H", "H", "H", "H", "H", "H", "H", "H", "H", "H", "H", "H", "H", "H", "H", "H", "H", "H", "H", "H", "H", "H", "H", "H", "H", "H", "H", "H", "H", "H", "H", "H", "H", "H", "H", "H", "H", "H", "H", "H", "H", "H", "H"],
  "xyz": [[-1.37, 0.35, -3.90], [1.22, -0.33, -6.98], [-1.78, -2.55, -1.55], [1.71, 1.09, -5.68], [-2.25, -0.20, 1.67], [-3.76, 0.70, 6.37], [-6.03, 1.97, -4.60], [3.13, 1.53, 4.49], [-2.47, -5.71, 0.70], [-2.25, -7.05, -1.08], [-0.96, -1.12, -0.95], [3.22, -0.20, -3.29], [-4.40, 0.55, 3.94], [1.77, 0.22, -3.98], [1.74, -1.33, -1.03], [-4.95, 0.83, 5.46], [4.76, 3.62, 1.70], [-3.10, -0.60, 6.17], [4.61, 3.35, 3.32], [-1.91, 0.07, -0.96], [5.91, 1.83, -1.77], [1.79, 0.92, 4.46], [-4.46, -6.83, -0.02], [3.16, -0.98, -1.85], [4.56, 0.21, -4.13], [-3.69, 1.85, 0.54], [0.35, -0.10, -3.21], [5.63, 2.45, 0.92], [6.40, 0.29, -2.05], [0.31, -0.85, -1.72], [3.07, 2.80, 3.70], [-3.71, 2.98, -3.79], [-2.67, -7.97, -2.11], [-4.04, 2.63, -0.89], [4.88, 1.88, -0.45], [-5.25, 1.29, 2.75], [-3.00, -6.48, -0.10], [-2.65, 0.58, 0.45], [-3.36, 2.20, -2.35], [-4.39, 2.40, 1.92], [5.98, -0.32, -3.51], [-4.68, 2.02, -4.75], [-2.29, 0.94, -2.34], [6.08, -0.37, -1.12], [6.83, -0.02, -4.28], [-4.96, -6.52, -0.94], [-2.20, -0.55, 5.39], [2.55, 3.62, 4.38], [-4.31, 4.00, -3.60], [-2.60, -1.02, 7.17], [-2.75, 3.19, -4.44], [4.50, 0.79, -0.16], [-5.12, 3.31, 1.71], [6.00, -1.50, -3.47], [2.44, 2.69, 2.72], [7.59, 0.31, -2.02], [-6.25, 1.81, 3.14], [3.70, 3.81, 1.19], [6.88, 2.44, -1.41], [-4.79, 3.55, -0.87], [-4.92, -6.30, 0.82], [3.01, 1.61, -6.02], [4.55, 1.38, -4.36], [1.58, 0.56, 3.34], [-1.94, -3.38, -0.40], [5.41, 2.61, 3.76], [-2.09, -8.89, -2.00], [-5.39, 1.92, 5.56], [1.80, -0.07, 5.11], [0.65, 2.07, -5.70], [1.73, -1.87, 0.02], [5.50, 2.41, -2.70], [5.40, 4.62, 1.60], [-1.63, 0.41, 2.15], [0.92, 1.65, 4.80], [-1.28, -6.76, -1.07], [-5.57, 0.45, 1.98], [-3.30, 1.00, 3.89], [-3.81, -1.46, 5.79], [-4.32, -0.58, 3.66], [3.89, 2.49, -0.71], [-5.76, 0.01, 5.78], [-2.47, -7.52, -3.08], [4.14, -1.34, -1.32], [4.46, -0.30, -5.20], [5.70, 1.54, 1.69], [6.74, 2.80, 0.74], [-3.51, 2.87, 2.58], [-4.25, 1.35, -5.63], [-3.74, -8.22, -2.04], [-4.58, -7.90, 0.14], [4.71, 4.37, 3.91]],
  "mulliken_charge": [-0.2271, -0.3955, -0.0973, 0.1220, -0.5361, -0.3876, -0.4967, -0.3783, -0.6627, -0.1482, 0.1614, 0.9421, -0.1160, -0.2739, -0.7515, -0.4589, -0.6207, -0.4799, -0.5989, -0.1159, -0.4249, -0.4562, -1.2639, -0.3804, -0.7334, 0.4843, 0.2150, -0.5365, -0.6226, -0.0997, -0.3466, -0.6143, -0.8160, -0.9542, -0.3088, -0.5600, 0.8132, -0.1261, 0.2305, -0.5767, -0.8226, 0.1818, 0.5152, 0.2609, 0.3487, 0.3406, 0.0949, 0.2476, 0.3488, 0.2550, 0.2533, -0.0066, 0.2609, 0.2657, 0.2404, 0.3309, 0.3643, 0.3745, 0.3631, 0.1290, 0.2949, 0.1141, 0.2780, 0.1421, 0.1773, 0.3369, 0.2835, 0.3137, 0.2622, 0.1002, 0.2973, 0.1595, 0.2599, 0.2821, 0.2478, 0.2357, 0.2964, -0.0100, 0.2588, 0.2826, 0.2754, 0.2671, 0.2758, 0.2167, 0.4483, 0.2383, 0.3275, 0.3481, 0.2591, 0.3159, 0.3577, 0.3078]
}



Entry 2:
{
  "formula": "C32H49N7O8Ti",
  "method": "ωB97M-V/def2-TZVPD",
  "multiplicity": 3,
  "s2": 2.03,
  "e_above_lowest_kcal_mol": 6.2,
  "energy_ev": -83906.9697,
  "total_charge": 0,
  "elements": ["Ti", "O", "O", "O", "O", "O", "O", "O", "O", "N", "N", "N", "N", "N", "N", "N", "C", "C", "C", "C", "C", "C", "C", "C", "C", "C", "C", "C", "C", "C", "C", "C", "C", "C", "C", "C", "C", "C", "C", "C", "C", "C", "C", "C", "C", "C", "C", "C", "H", "H", "H", "H", "H", "H", "H", "H", "H", "H", "H", "H", "H", "H", "H", "H", "H", "H", "H", "H", "H", "H", "H", "H", "H", "H", "H", "H", "H", "H", "H", "H", "H", "H", "H", "H", "H", "H", "H", "H", "H", "H", "H", "H", "H", "H", "H", "H", "H"],
  "xyz": [[0.71, -1.36, -0.34], [-0.79, -1.02, 1.44], [-7.84, -2.53, 0.54], [1.40, 2.88, 0.26], [-1.14, -1.47, -0.67], [2.05, -3.30, 2.89], [1.42, 4.53, -1.25], [-7.55, -2.09, 2.63], [1.58, -2.59, 0.83], [0.95, -2.91, -1.92], [2.75, -0.07, 1.38], [-1.06, 2.14, -0.51], [0.00, 1.45, 2.04], [-7.12, -2.24, 1.49], [0.81, -6.21, -4.45], [1.34, 0.54, -1.40], [2.13, -2.48, 2.02], [0.85, -5.14, -3.62], [2.73, 0.46, -1.98], [-2.31, 2.41, 1.68], [0.38, 1.19, -2.33], [-2.31, 1.93, 0.22], [1.79, -5.05, -2.59], [-5.73, -2.05, 1.25], [-3.54, 2.53, -0.47], [2.45, 1.03, 2.32], [-0.48, 3.69, 2.90], [-3.00, -1.67, 0.79], [3.05, -1.28, 2.17], [1.81, -3.94, -1.78], [3.90, 0.26, 0.46], [-0.04, -4.06, -3.77], [0.05, -3.00, -2.91], [-1.03, 1.40, -1.76], [-1.56, 1.68, 3.95], [2.73, -0.40, -3.25], [-3.89, -2.01, -0.28], [3.25, 1.85, -2.38], [1.07, 0.98, 2.97], [-4.88, -1.73, 2.33], [-1.65, -1.40, 0.56], [-3.55, -1.54, 2.10], [0.86, 3.68, -0.58], [4.41, 1.70, 0.51], [-5.22, -2.20, -0.05], [3.64, -0.27, -0.97], [-1.08, 2.31, 2.64], [-0.66, 3.53, -0.69], [-1.52, 0.45, -1.61], [-5.90, -2.45, -0.85], [0.44, 1.99, 1.23], [3.76, -0.45, -3.63], [3.19, 1.04, 3.13], [-1.00, 3.95, -1.64], [-2.88, -1.31, 2.92], [-3.12, 1.83, 2.14], [-0.80, 1.71, 4.73], [3.66, 2.44, 0.28], [5.22, 1.79, -0.20], [3.28, -1.30, -0.87], [2.40, -1.42, -3.06], [-5.31, -1.65, 3.32], [-2.65, 3.45, 1.72], [4.61, -0.36, -1.45], [-1.58, 1.93, -2.56], [-0.79, -4.07, -4.54], [2.50, -5.85, -2.41], [-3.48, -2.11, -1.28], [4.03, -1.67, 1.87], [1.41, 1.22, -0.62], [1.34, -7.03, -4.23], [0.78, 2.16, -2.64], [-0.44, 0.59, 1.66], [-4.44, 2.29, 0.10], [0.80, -0.02, 3.32], [-1.86, 0.64, 3.79], [4.34, 1.81, -2.50], [4.74, -0.34, 0.80], [0.02, -6.33, -5.07], [-1.25, 4.35, 3.31], [-0.08, 4.14, 1.99], [-2.42, 2.24, 4.31], [2.84, 2.14, -3.35], [4.82, 1.91, 1.50], [-3.67, 2.12, -1.47], [-0.65, -2.17, -2.99], [0.33, 3.64, 3.63], [3.00, 2.63, -1.67], [0.28, 0.58, -3.22], [1.11, 1.64, 3.83], [-1.11, 4.14, 0.10], [2.52, 1.98, 1.80], [-2.45, 0.85, 0.24], [2.51, -3.86, -0.96], [2.12, 0.03, -4.04], [3.13, -1.05, 3.23], [-3.46, 3.61, -0.54]],
  "mulliken_charge": [0.0334, -1.0212, -0.6668, -0.6212, -0.2571, -0.7121, -0.7621, -0.6645, -0.2093, 0.3858, 1.0182, 1.5204, 1.5245, 0.9849, -0.4602, 3.6385, 0.3680, 0.9925, 1.9315, -2.4265, -1.4861, 2.2036, -0.9290, -0.2729, -1.8989, -1.9741, -1.7600, 1.1092, -0.6510, -0.5819, -0.2942, -0.9447, -0.4675, -1.5635, -1.7230, -2.0848, -0.5503, -1.8897, -0.2725, -0.6216, 0.7494, -0.5428, -0.3013, -1.8504, -0.6397, -1.2859, 2.2592, -0.6989, 0.0879, 0.4928, -0.6716, 0.5686, 0.5584, 0.3784, 0.4238, 0.7273, 0.3759, 0.2530, 0.4798, -0.4948, 0.1916, 0.4901, 0.1376, 0.9519, 0.4673, 0.3534, 0.3379, 0.4785, 0.5224, -1.4325, 0.2096, 0.5279, -0.3170, 0.4948, 0.2414, 0.2366, 0.4261, 0.5084, 0.2123, 0.5084, 0.3445, 0.5378, 0.4761, 0.4778, 0.3917, 0.3773, 0.3789, 0.1813, 0.6395, 0.7635, 0.6622, 0.4045, -1.4715, 0.3930, 0.4067, 0.3102, 0.3669]
}



Entry 3:
{
  "formula": "C32H50ClO2PZr",
  "method": "ωB97M-V/def2-TZVPD",
  "energy_ev": -61181.5546,
  "total_charge": 0,
  "elements": ["Zr", "Cl", "P", "O", "O", "C", "C", "C", "C", "C", "C", "C", "C", "C", "C", "C", "C", "C", "C", "C", "C", "C", "C", "C", "C", "C", "C", "C", "C", "C", "C", "C", "C", "C", "C", "C", "C", "H", "H", "H", "H", "H", "H", "H", "H", "H", "H", "H", "H", "H", "H", "H", "H", "H", "H", "H", "H", "H", "H", "H", "H", "H", "H", "H", "H", "H", "H", "H", "H", "H", "H", "H", "H", "H", "H", "H", "H", "H", "H", "H", "H", "H", "H", "H", "H", "H", "H"],
  "xyz": [[-0.03, -0.36, 1.37], [0.99, -0.80, 3.43], [0.07, 0.25, -0.90], [1.37, 3.55, 2.73], [0.60, 1.68, 1.76], [-0.77, 1.89, -1.14], [-0.67, -4.23, 3.09], [-1.11, 0.91, 5.91], [-0.85, 4.24, -2.02], [-0.68, -3.15, -3.32], [3.93, 0.95, -2.57], [0.07, -2.79, 1.12], [0.07, -2.22, -2.35], [4.73, -0.08, -1.77], [2.44, 0.60, -2.59], [-2.33, -2.81, 1.88], [-0.69, -0.22, -3.66], [-1.73, 0.30, 1.51], [-0.62, -0.85, -2.25], [-2.96, 3.12, -1.21], [-0.15, 2.88, -2.15], [-1.46, -1.14, -4.62], [-1.77, -3.19, 3.25], [-1.25, -2.42, 0.91], [0.31, 2.04, 4.27], [1.89, 0.49, -1.16], [-2.37, 4.12, -2.20], [0.77, 2.22, 6.67], [0.73, 2.41, 2.87], [-2.29, 1.75, -1.34], [-0.79, 1.23, 4.59], [2.68, -0.57, -0.36], [1.08, 2.55, 5.34], [4.18, -0.23, -0.35], [0.50, -3.69, 2.25], [-0.81, -2.52, -4.71], [-0.32, 1.40, 6.95], [1.38, 2.60, 7.48], [2.05, 1.45, -0.64], [-1.65, -1.02, -1.92], [4.68, -1.05, -2.28], [0.13, -2.70, -1.38], [2.32, -0.62, 0.68], [-0.43, 4.94, -2.76], [-1.17, 0.76, -3.63], [-1.96, 0.28, 6.13], [2.53, -1.56, -0.81], [-1.68, -3.35, -2.91], [-2.66, -0.27, 1.48], [1.06, -4.52, 1.80], [0.92, 3.00, -1.95], [4.72, -1.01, 0.20], [-1.36, -2.29, 3.73], [0.19, -2.42, -5.16], [-2.87, -3.67, 1.44], [1.94, 3.18, 5.16], [-2.82, 3.50, -0.18], [-0.60, 2.33, -0.15], [-1.09, -5.12, 2.60], [-2.58, 3.79, -3.23], [-0.25, 2.52, -3.18], [-0.56, 1.15, 7.98], [-2.49, -1.24, -4.27], [1.21, -3.15, 2.89], [-0.16, -4.11, -3.38], [-2.69, 1.06, -0.59], [5.79, 0.20, -1.73], [-1.85, 1.37, 1.73], [-0.30, -4.56, 4.07], [-1.43, 0.82, 3.84], [0.33, -0.07, -4.05], [0.78, -2.70, 0.31], [-2.52, 1.33, -2.32], [-1.39, -3.18, -5.37], [1.88, 1.36, -3.16], [-2.84, 5.11, -2.09], [-3.08, -2.01, 1.96], [1.10, -2.08, -2.71], [-0.63, 4.66, -1.03], [4.31, 1.02, -3.59], [4.32, 0.70, 0.21], [-1.56, -2.12, -0.09], [-4.04, 3.02, -1.36], [4.06, 1.94, -2.11], [-2.58, -3.57, 3.89], [2.31, -0.36, -3.11], [-1.50, -0.67, -5.62]],
  "mulliken_charge": [-1.4698, -0.5329, 1.8390, -0.7406, -0.8846, 0.0702, -0.9324, -0.9068, -0.9521, -0.9214, -0.8759, -0.7615, -0.1846, -0.7827, -0.9071, -0.7679, -0.2149, -1.3242, 0.1269, -0.9567, -0.5924, -1.0130, -0.3376, 0.8093, 0.5014, -0.8660, -0.7040, -0.5506, 0.1700, -0.7962, 0.5043, 0.2173, -0.7759, -0.9760, -0.9153, -0.7887, -0.4200, 0.3822, 1.2111, 1.0414, 0.3266, -0.1469, -0.0042, 0.4488, 0.1321, 0.4021, 0.2551, 0.3618, 0.3865, 0.4150, 0.3754, 0.4413, -0.0684, 0.3392, 0.4313, 0.4345, 0.3231, 0.7204, 0.3248, 0.3124, 0.1707, 0.3843, 0.3575, 0.2877, 0.4263, 0.2297, 0.4272, 0.8101, 0.4162, 0.2207, 0.1057, 0.4877, 0.2893, 0.4408, 0.3049, 0.3943, 0.3172, 0.2949, 0.3675, 0.4100, 0.4110, 0.3469, 0.4341, 0.3684, 0.4240, 0.2322, 0.4085]
}